## 1
Computed, not measured: the ion C7H10NO with charge +1, with wB97M-V/def2-TZVPD.

Geometry as XYZ:
```
19
Properties=species:S:1:pos:R:3
H 0.21 1.20 -1.06
H -3.41 -1.13 -0.64
C 1.22 0.90 -0.97
H -1.17 -1.97 -0.78
C -3.11 -0.25 -0.09
N -1.23 0.82 0.98
H -3.71 -0.17 0.80
H 2.63 -0.38 1.78
H -3.32 0.56 -0.76
C -0.24 1.42 1.29
C 2.68 -0.23 0.80
H 3.18 -1.15 0.34
H 1.60 0.65 -1.93
O 0.53 -1.10 0.36
H 3.36 0.50 0.34
C 1.37 -0.16 0.05
C -0.77 -1.15 -0.14
H 1.90 1.84 -0.70
C -1.71 -0.21 0.33
```

Computed properties:
net charge = +1
frontier orbital gap = 8.55 eV
2S+1 = 1
HOMO level = -13.94 eV

---

## 2
Computed, not measured: the ion C7H10NO with charge +1, with wB97M-V/def2-TZVPD.

Geometry as XYZ:
```
19
Properties=species:S:1:pos:R:3
C 1.44 0.77 -0.08
H -2.28 3.38 0.38
H 1.69 1.13 -1.08
H 1.50 -2.48 0.76
H 2.92 -1.37 1.12
C 1.28 -0.66 0.08
H -1.78 2.77 1.92
C -1.74 2.68 0.92
H -1.38 -0.35 -1.81
N 1.99 -1.56 0.67
H -1.10 -2.14 -1.50
O -0.88 -1.38 0.88
C -0.68 -1.13 -1.58
C -0.15 0.83 0.08
C -1.04 1.64 0.47
C -0.22 -0.69 -0.15
H -1.83 -1.29 0.57
H 0.11 -1.28 -2.39
H 2.16 1.14 0.72
```

Computed properties:
net charge = +1
frontier orbital gap = 8.93 eV
SMILES string = C=C=C1CC(=[NH2+])[C@@]1(C)O
2S+1 = 1
HOMO level = -13.51 eV

---

Stability comparison, relative energies in kcal/mol: 1 18.6; 2 0.0

---

## 1
Computed, not measured: a cluster of 4 separate species, C2H7NO2 in total, with wB97M-V/def2-TZVPD.

Geometry as XYZ:
```
12
Properties=species:S:1:pos:R:3
H -2.49 -0.40 0.03
O -0.90 -0.52 1.30
H 1.04 -1.74 -0.69
H 2.35 -0.91 -1.47
O 2.15 1.10 0.07
N 1.56 -0.89 -0.85
C 1.35 0.20 -0.07
H -2.29 0.97 1.27
H -1.09 0.99 -0.45
H -0.28 1.12 -0.64
H 0.45 0.00 0.72
C -1.85 0.09 0.78
```

Computed properties:
net charge = 0
frontier orbital gap = 9.40 eV
2S+1 = 1
HOMO level = -9.39 eV

---

## 2
Computed, not measured: a cluster of 2 separate species, C2H7NO2 in total, with wB97M-V/def2-TZVPD.

Geometry as XYZ:
```
12
Properties=species:S:1:pos:R:3
H 0.06 2.32 -0.59
H -1.08 -2.86 0.54
C -0.49 -0.97 -0.44
H 0.00 -2.17 -1.96
H -0.74 0.08 -0.37
O 1.11 1.14 0.45
C -0.97 -1.78 0.51
N 0.79 2.54 0.09
H 1.95 1.18 0.96
H 0.35 3.03 0.92
H -0.97 -1.22 1.57
O 0.01 -1.28 -1.69
```

Computed properties:
net charge = 0
frontier orbital gap = 9.71 eV
SMILES string = C=CO.NO
2S+1 = 1
HOMO level = -8.80 eV

---

Stability comparison, relative energies in kcal/mol: 1 0.0; 2 11.3

---

## 1
Computed, not measured: an isolated molecule of CHN3O2, with wB97M-V/def2-TZVPD.

Geometry as XYZ:
```
7
Properties=species:S:1:pos:R:3
H -1.65 -0.50 0.44
C -0.10 0.47 -0.70
O -0.56 0.97 -1.69
N -0.68 -0.23 0.33
O 1.22 0.47 -0.33
N 0.24 -0.62 1.24
N 1.35 -0.21 0.87
```

Computed properties:
net charge = 0
frontier orbital gap = 11.60 eV
SMILES string = O=c1[nH]nno1
2S+1 = 1
HOMO level = -10.95 eV

---

## 2
Computed, not measured: an isolated molecule of CHN3O2, with wB97M-V/def2-TZVPD.

Geometry as XYZ:
```
7
Properties=species:S:1:pos:R:3
C 0.01 0.34 -0.07
O 0.38 1.50 -0.69
H 1.02 1.25 -1.30
O 0.44 -0.74 -0.55
N -0.95 -0.94 1.22
N -0.61 0.30 1.00
N -0.29 -1.70 0.39
```

Computed properties:
net charge = 0
frontier orbital gap = 11.35 eV
SMILES string = Oc1nnno1
2S+1 = 1
HOMO level = -11.18 eV

---

Stability comparison, relative energies in kcal/mol: 1 0.0; 2 30.0

---

## 1
Computed, not measured: a cluster of 2 separate species, CHN3O2 in total, with wB97M-V/def2-TZVPD.

Geometry as XYZ:
```
7
Properties=species:S:1:pos:R:3
N 2.15 -0.33 1.10
O -0.44 -0.92 -1.07
N 1.37 0.36 0.68
N -2.19 0.59 -0.52
C -1.26 -0.10 -0.85
H -2.58 1.45 -0.86
O 2.94 -1.05 1.52
```

Computed properties:
net charge = 0
frontier orbital gap = 11.88 eV
SMILES string = N#[N+][O-].N=C=O
2S+1 = 1
HOMO level = -11.08 eV

---

## 2
Computed, not measured: an isolated molecule of CHN3O2, with wB97M-V/def2-TZVPD.

Geometry as XYZ:
```
7
Properties=species:S:1:pos:R:3
N 1.27 -1.05 0.08
O 1.41 0.34 -0.07
C -0.74 -0.21 -0.06
N 0.06 -1.42 -0.11
O -1.95 -0.30 0.01
N 0.11 0.84 -0.08
H -0.15 1.80 0.22
```

Computed properties:
net charge = 0
frontier orbital gap = 10.13 eV
SMILES string = O=c1nno[nH]1
2S+1 = 1
HOMO level = -10.67 eV

---

Stability comparison, relative energies in kcal/mol: 1 0.0; 2 41.5

---

## 1
Computed, not measured: an isolated molecule of C3H8O, with wB97M-V/def2-TZVPD.

Geometry as XYZ:
```
12
Properties=species:S:1:pos:R:3
H -1.39 0.67 2.06
C 1.27 -0.59 -0.65
C -0.52 0.72 0.04
H 0.19 1.54 0.21
H 1.27 -1.29 0.21
H -1.44 1.13 -0.36
H 1.68 -1.05 -1.55
O -0.02 -0.11 -0.97
H 1.90 0.24 -0.34
H -1.47 -0.86 1.15
C -0.85 0.00 1.36
H 0.09 -0.30 1.86
```

Computed properties:
net charge = 0
frontier orbital gap = 10.95 eV
SMILES string = CCOC
2S+1 = 1
HOMO level = -9.80 eV

---

## 2
Computed, not measured: a cluster of 2 separate species, C3H8O in total, with wB97M-V/def2-TZVPD.

Geometry as XYZ:
```
12
Properties=species:S:1:pos:R:3
H 0.68 0.06 -2.05
H 0.36 -0.83 -0.47
C 0.88 -0.81 -1.42
C -1.32 0.35 1.75
H 2.89 -0.67 -1.56
H -2.44 0.81 0.05
H -2.64 1.99 1.52
H -0.70 0.87 2.47
C -2.17 1.11 1.05
H 0.93 -1.70 -2.09
H -1.11 -0.60 1.33
O 2.20 -0.47 -0.91
```

Computed properties:
net charge = 0
frontier orbital gap = 10.80 eV
SMILES string = C=C.CO
2S+1 = 1
HOMO level = -9.79 eV

---

Stability comparison, relative energies in kcal/mol: 1 0.0; 2 35.9

---

## 1
Computed, not measured: an isolated molecule of C3H5ClO2, with wB97M-V/def2-TZVPD.

Geometry as XYZ:
```
11
Properties=species:S:1:pos:R:3
O -0.31 -0.12 -1.87
C 0.92 0.03 0.74
H 0.30 0.58 -1.60
H 1.26 -0.93 0.28
O -1.81 -1.37 -0.84
H -1.09 -0.40 1.32
H -0.77 1.23 0.54
H 1.21 0.04 1.77
C -0.59 0.15 0.53
C -1.00 -0.49 -0.76
Cl 1.89 1.28 -0.11
```

Computed properties:
net charge = 0
frontier orbital gap = 11.37 eV
SMILES string = O=C(O)CCCl
2S+1 = 1
HOMO level = -10.69 eV

---

## 2
Computed, not measured: an isolated molecule of C3H5ClO2, with wB97M-V/def2-TZVPD.

Geometry as XYZ:
```
11
Properties=species:S:1:pos:R:3
C 0.66 0.75 0.69
H 1.05 -0.63 -1.11
Cl -0.81 1.18 1.72
O 1.59 0.02 1.22
H 1.05 1.65 0.46
H -1.84 -0.43 -0.15
H 1.10 -0.79 1.68
C 0.18 -0.08 -0.61
C -1.17 -0.67 -0.89
H -1.09 -1.51 -1.56
O -0.71 0.52 -1.45
```

Computed properties:
net charge = 0
frontier orbital gap = 10.77 eV
SMILES string = O[C@H](Cl)[C@H]1CO1
2S+1 = 1
HOMO level = -10.12 eV

---

Stability comparison, relative energies in kcal/mol: 1 0.0; 2 65.2

---

## 1
Computed, not measured: an isolated molecule of CH4N6O, with wB97M-V/def2-TZVPD.

Geometry as XYZ:
```
12
Properties=species:S:1:pos:R:3
H -2.60 -1.08 0.37
N 1.52 1.29 0.46
N 0.25 -1.40 0.47
H -3.42 0.47 -0.03
H 2.08 1.92 -0.11
O 1.87 -0.62 -0.83
N 1.41 -1.72 -0.04
N -2.70 -0.29 -0.17
H 2.20 0.72 1.07
N -1.40 0.36 -0.46
N 1.04 0.47 -0.57
C -0.26 -0.12 -0.17
```

Computed properties:
net charge = 0
frontier orbital gap = 8.99 eV
SMILES string = N/N=c1\nnon1N
2S+1 = 1
HOMO level = -9.52 eV

---

## 2
Computed, not measured: a cluster of 2 separate species, CH4N6O in total, with wB97M-V/def2-TZVPD.

Geometry as XYZ:
```
12
Properties=species:S:1:pos:R:3
H -1.05 1.82 0.22
O -1.95 -0.55 0.26
N 1.40 -1.53 -0.37
N -0.37 1.64 -0.50
H -2.70 -1.46 0.87
N 0.36 0.48 0.10
N 2.18 -0.72 -0.08
H 2.24 0.80 1.13
H -0.96 1.14 -1.30
N -1.02 -1.31 -0.41
N 1.76 0.49 0.18
C 0.13 -0.81 -0.10
```

Computed properties:
net charge = 0
frontier orbital gap = 8.61 eV
2S+1 = 1
HOMO level = -8.65 eV

---

Stability comparison, relative energies in kcal/mol: 1 0.0; 2 37.2

---

## 1
Computed, not measured: a cluster of 2 separate species, C5H13NOS in total, with wB97M-V/def2-TZVPD.

Geometry as XYZ:
```
21
Properties=species:S:1:pos:R:3
C 0.42 -1.42 -1.00
O -1.31 -0.02 3.73
H -1.54 0.71 1.82
C -0.56 -0.71 -1.99
H 1.43 0.35 2.44
S 0.00 0.70 -2.94
H 2.12 -0.80 0.31
H -0.46 1.66 2.77
H -1.38 -0.33 -1.38
N 0.54 0.41 0.58
H 1.78 0.29 -1.05
H -1.62 -0.85 3.37
H -0.84 -1.51 -2.73
H 0.48 -1.10 2.12
H -0.28 2.12 -1.44
C 0.50 -0.01 1.96
H 0.25 1.33 0.29
H -0.18 -2.05 -0.33
H 1.08 -2.17 -1.52
C -0.74 0.62 2.59
C 1.30 -0.44 -0.34
```

Computed properties:
net charge = 0
frontier orbital gap = 7.03 eV
2S+1 = 1
HOMO level = -8.35 eV

---

## 2
Computed, not measured: an isolated molecule of C5H13NOS, with wB97M-V/def2-TZVPD.

Geometry as XYZ:
```
21
Properties=species:S:1:pos:R:3
H -0.19 3.27 -0.08
C -0.75 -1.10 0.01
O 2.37 0.46 -1.36
C 0.48 2.44 0.21
C -1.62 -0.88 1.25
H -0.32 1.35 -1.31
H -1.35 -0.98 -0.89
H 0.69 -0.50 -2.10
C 0.41 -0.08 -0.05
H 1.04 -0.16 0.83
H -2.00 0.13 1.22
N -0.12 1.23 -0.34
H -1.05 -1.13 2.14
H 1.40 2.68 -0.31
S -3.02 -2.06 1.27
H -0.29 -2.09 0.07
C 1.36 -0.51 -1.24
H 3.22 0.05 -1.39
H 0.47 2.54 1.29
H 1.70 -1.54 -1.07
H -2.41 -3.11 1.86
```

Computed properties:
net charge = 0
frontier orbital gap = 9.06 eV
SMILES string = CN[C@H](CO)CCS
2S+1 = 1
HOMO level = -8.28 eV

---

## 3
Computed, not measured: a cluster of 2 separate species, C5H13NOS in total, with wB97M-V/def2-TZVPD.

Geometry as XYZ:
```
21
Properties=species:S:1:pos:R:3
H -1.41 2.02 -0.72
N 0.62 0.59 1.34
H 2.86 1.80 -0.86
H -2.66 1.64 0.18
H -0.75 -0.34 -0.66
O 3.07 0.43 1.18
H 1.76 -1.62 -1.05
H 2.43 0.46 -1.69
H 1.26 1.63 -1.46
H -2.73 -0.53 1.30
C -1.61 1.48 0.15
C -1.13 0.01 0.23
C -1.76 -0.87 1.27
S 1.79 0.21 0.51
H 1.35 -2.22 0.64
H -1.55 -1.89 1.00
H -1.15 2.16 1.00
H 2.91 -1.84 0.04
C 1.90 -1.53 -0.07
C 2.10 1.12 -1.03
H -1.20 -0.65 2.27
```

Computed properties:
net charge = 0
frontier orbital gap = 9.11 eV
2S+1 = 1
HOMO level = -8.88 eV

---

Stability comparison, relative energies in kcal/mol: 1 69.5; 2 0.0; 3 109.2